Record 1
Here is a cluster of 2 separate species, C4H15N2O in total in a non-equilibrium geometry from the OMol25 dataset. Energies are from ωB97M-V/def2-TZVPD.

XYZ file:
```
22
Properties=species:S:1:pos:R:3:forces:R:3
N 1.622745 -0.592203 -0.986019 -0.54 -1.73 1.16
C 0.894979 -0.133525 0.236296 -1.15 0.64 0.42
C 1.149675 -1.083743 1.381921 1.33 -0.42 -0.09
C -0.626576 -0.024859 -0.066310 0.05 -1.58 0.48
N -1.423329 -0.082388 1.129845 -0.06 0.96 0.49
C -2.630503 0.707816 1.247333 0.08 0.59 0.02
H 1.061428 -0.421664 -1.833122 0.87 1.12 -0.41
H 2.650640 -0.328929 -0.869522 0.09 0.55 -0.99
H 1.660810 -1.634990 -1.025242 0.04 0.04 0.44
H 1.219400 0.875873 0.472344 0.40 -0.05 -0.03
H 0.794885 -2.071269 1.082102 -0.38 -0.08 0.44
H 0.816993 -0.738428 2.355911 -0.64 0.02 -0.20
H 2.222764 -1.232485 1.545873 0.07 0.13 -0.33
H -0.879753 0.905823 -0.542925 0.15 0.22 -0.56
H -0.832981 -0.893104 -0.714481 -0.26 0.34 -0.34
H -1.513323 -0.948180 1.629059 0.29 -0.25 -0.31
H -2.656900 1.210432 2.219559 -0.33 -0.46 0.21
H -2.653213 1.573501 0.579788 0.30 -0.31 -0.38
H -3.540097 0.135525 1.050848 -0.13 0.06 0.18
H 0.116521 1.498375 -3.234472 0.26 0.46 -0.29
H 1.624119 1.957364 -2.920194 -0.26 0.14 -0.30
O 0.921714 1.321051 -2.738591 -0.19 -0.38 0.38
```
Forces are in eV/Å.

Calculated values
* frontier orbital gap (spin up / spin down): 3.903 / 9.262 eV
* LUMO energy (spin up / spin down): 0.81 / 0.52 eV
* energy relative to the best compared isomer or geometry (same formula, charge and spin): 204.1 kJ/mol
* HOMO (spin up / spin down): -3.09 / -8.74 eV
* max |F|: 2.15 eV Å⁻¹
* multiplicity: 2

***

Record 2
Here is a cluster of 3 separate species, C4H15N2O in total from the OMol25 dataset. Energies are from ωB97M-V/def2-TZVPD.

XYZ file:
```
22
Properties=species:S:1:pos:R:3:forces:R:3
C 2.085068 0.947276 -0.376723 -0.42 -0.16 0.16
C 2.490581 -0.233886 0.523226 0.59 -0.06 -0.59
C 2.542413 -1.570965 -0.230611 -0.39 -0.03 0.71
C -4.075038 -0.621969 -0.257331 0.06 -0.14 -0.13
N -2.856891 -0.058208 -0.821093 -0.13 -0.07 0.12
N 1.169821 1.838217 0.338957 0.50 -0.12 0.33
H 1.600701 0.559542 -1.281938 0.21 -0.10 -0.12
H 2.994131 1.469614 -0.674297 -0.13 0.23 -0.09
H 3.499668 -0.024385 0.890096 -0.13 -0.04 0.29
H 1.848689 -0.307492 1.401663 -0.18 0.09 -0.12
H 1.655088 -1.701150 -0.851065 0.05 0.04 -0.14
H 2.522595 -2.385544 0.500000 0.19 -0.05 -0.15
H -4.309232 -0.260572 0.747402 -0.07 0.06 0.02
H -4.006643 -1.712781 -0.223036 0.08 0.10 0.05
H -4.908617 -0.372036 -0.914259 -0.03 0.01 0.07
H 3.440741 -1.676497 -0.832761 0.00 0.04 -0.16
H -2.038211 -0.051258 -0.154694 -0.05 -0.31 -0.51
H 0.948191 2.675836 -0.176934 -0.06 -0.01 -0.18
H 0.325618 1.303501 0.521297 0.02 0.45 0.02
H -0.972876 -0.706960 1.543537 -0.10 0.04 0.01
H -3.031561 0.878044 -1.162043 0.11 0.16 0.18
O -0.806851 -0.180966 0.743903 -0.09 -0.14 0.20
```
Forces are in eV/Å.

Calculated values
* frontier orbital gap (spin up / spin down): 9.395 / 5.705 eV
* LUMO energy (spin up / spin down): 0.76 / -2.91 eV
* energy relative to the best compared isomer or geometry (same formula, charge and spin): 144.1 kJ/mol
* HOMO (spin up / spin down): -8.64 / -8.61 eV
* max |F|: 0.83 eV Å⁻¹
* multiplicity: 2

***

Record 3
Here is a cluster of 3 separate species, C4H15N2O in total in a non-equilibrium geometry from the OMol25 dataset. Energies are from ωB97M-V/def2-TZVPD.

XYZ file:
```
22
Properties=species:S:1:pos:R:3:forces:R:3
C -1.748065 -1.082862 -0.179205 -1.74 1.66 -0.25
C -2.173270 0.401374 0.074713 -0.18 -2.03 1.08
C -2.795213 0.644337 1.488704 2.02 1.12 -0.15
C 3.806841 0.548033 0.289056 0.69 -0.22 0.60
N 2.955118 -0.523685 -0.142421 1.54 0.62 -0.11
N -1.285166 -1.197660 -1.510812 1.16 1.46 1.30
H -0.941835 -1.317860 0.560814 -0.23 -0.28 -0.15
H -2.566199 -1.811078 -0.026620 0.22 0.07 0.23
H -2.782992 0.835061 -0.731331 0.22 -0.38 0.19
H -1.180373 0.881477 0.051013 0.24 0.65 -0.02
H -2.129644 0.312952 2.335425 -0.64 0.11 -0.98
H -2.818948 1.740573 1.547289 -0.23 -0.22 0.37
H 4.735226 0.053983 0.584770 0.18 0.32 -0.11
H 4.072137 1.343834 -0.446600 -0.32 -0.60 -0.01
H 3.439330 1.062159 1.171606 -0.50 0.07 0.03
H -3.791031 0.293730 1.645675 -0.61 -0.52 -0.21
H 2.030439 -0.309718 -0.461756 -1.55 0.24 -0.08
H -0.928672 -2.091553 -1.703856 0.38 -1.70 -0.61
H -0.519272 -0.478057 -1.632131 -0.40 0.40 -0.52
H 0.515508 1.318158 -1.406251 -0.03 1.11 -0.73
H 3.502547 -1.190427 -0.674842 -0.47 -0.17 -0.23
O 0.603541 0.567223 -0.833250 0.23 -1.70 0.36
```
Forces are in eV/Å.

Calculated values
* frontier orbital gap: 3.983 eV
* charge: +1
* LUMO energy: -9.43 eV
* energy relative to the best compared isomer or geometry (same formula, charge and spin): 791.1 kJ/mol
* HOMO: -13.42 eV
* max |F|: 2.42 eV Å⁻¹
* multiplicity: 1

***

Record 4
Here is a cluster of 2 separate species, C4H15N2O in total in a non-equilibrium geometry from the OMol25 dataset. Energies are from ωB97M-V/def2-TZVPD.

XYZ file:
```
22
Properties=species:S:1:pos:R:3:forces:R:3
C -1.518768 -1.602975 -1.038843 -0.39 -0.51 -0.01
N -0.637613 -0.445261 -1.081560 -0.26 1.00 -0.57
C -0.487734 0.214883 -2.401336 -0.19 -0.57 -1.16
H -1.666410 -1.853534 0.005098 -0.11 -0.18 0.09
H -2.482552 -1.385756 -1.506312 0.23 0.02 0.05
H -1.019183 -2.426173 -1.542252 -0.18 -0.10 -0.07
H 0.271085 -0.705513 -0.721465 0.77 -0.44 0.26
H -0.916071 0.254183 -0.348417 -0.28 0.04 0.04
H -0.276245 -0.544815 -3.230356 -0.02 1.03 1.36
H 0.295879 0.972120 -2.308396 -0.05 -0.27 -0.25
H -1.424082 0.716469 -2.674025 0.19 -0.15 0.20
C 1.361484 0.074972 1.683298 0.45 -1.06 0.68
O 1.489512 -0.891140 0.587932 -1.16 0.56 1.10
C 0.696542 1.353674 1.248796 -1.81 -0.17 1.14
N -0.808282 1.263572 1.170086 0.35 0.87 -0.63
H 0.813143 -0.464348 2.514988 0.59 0.79 -0.89
H 2.405397 0.312112 2.034231 -1.10 -0.24 -0.14
H 2.350753 -0.700093 0.278592 1.50 -0.22 -0.91
H 1.012445 2.138288 1.917208 0.08 0.39 0.30
H 0.973868 1.621999 0.269451 0.86 0.34 -1.22
H -1.212922 2.200650 0.992898 0.54 -0.64 -0.09
H -1.229079 1.022028 2.044124 -0.01 -0.48 0.72
```
Forces are in eV/Å.

Calculated values
* frontier orbital gap: 11.594 eV
* charge: +1
* LUMO energy: -2.67 eV
* energy relative to the best compared isomer or geometry (same formula, charge and spin): 100.7 kJ/mol
* HOMO: -14.27 eV
* max |F|: 2.15 eV Å⁻¹
* multiplicity: 1

***

Record 5
Here is a cluster of 2 separate species, C4H15N2O in total in a non-equilibrium geometry from the OMol25 dataset. Energies are from ωB97M-V/def2-TZVPD.

XYZ file:
```
22
Properties=species:S:1:pos:R:3:forces:R:3
C -1.829544 -1.259263 0.671692 -0.98 0.01 -0.19
C -1.228666 -1.152001 -0.771682 0.09 0.39 2.64
C 0.283803 -0.852617 -0.842087 -0.90 -0.69 -0.73
C 1.662531 -0.439236 1.311376 -0.01 -0.73 0.22
N 0.746569 0.051021 0.244536 0.23 1.58 0.19
N -1.737676 0.029364 1.389327 1.94 0.55 -0.46
H -1.443798 -2.121846 1.225102 -0.03 0.43 0.23
H -2.907774 -1.339450 0.530404 0.02 -1.15 -0.22
H -1.419966 -2.086213 -1.292134 -0.31 0.31 -0.31
H -1.833987 -0.299923 -1.057850 0.22 0.04 -1.43
H 0.407034 -0.410612 -1.831108 0.58 0.36 0.27
H 0.868568 -1.773751 -0.844736 0.02 0.12 0.32
H 1.229148 -1.248540 1.910641 -0.33 0.13 -0.50
H 1.804520 0.378061 2.009696 0.36 0.16 -0.14
H 2.585952 -0.823473 0.883531 0.05 0.33 -0.01
H 1.138953 0.926638 -0.139046 0.18 -0.49 -0.23
H -0.088626 0.413491 0.770030 -0.34 -0.65 0.11
H -2.056318 0.786898 0.800571 -0.52 0.00 0.13
H -2.108447 0.136770 2.319360 -0.25 -0.47 -0.02
H 2.224549 2.438241 -2.458019 -0.41 0.25 0.24
H 2.125157 3.693766 -1.614461 -0.25 -0.09 0.05
O 1.638968 2.881238 -1.816962 0.63 -0.38 -0.16
```
Forces are in eV/Å.

Calculated values
* frontier orbital gap: 10.752 eV
* charge: +1
* LUMO energy: -2.72 eV
* energy relative to the best compared isomer or geometry (same formula, charge and spin): 114.0 kJ/mol
* HOMO: -13.47 eV
* max |F|: 2.67 eV Å⁻¹
* multiplicity: 1